[1]
Below is a cluster of 2 separate species, CF2O in total, with properties calculated with wB97M-V/def2-TZVPD.

Calculated values
**Gap between HOMO and LUMO (alpha / beta)**: 8.847 / 9.749 eV
**Expectation value of S²**: 2.005
**Highest occupied orbital energy (alpha / beta)**: -7.7 / -14.3 eV
**LUMO energy (alpha / beta)**: 1.1 / -4.5 eV
**Charge**: 0
**2S+1**: 3
**Relative energy (zero: lowest compared OMol25 entry of this formula, charge and spin)**: 16.6 kcal per mole

Geometry as XYZ:
```
4
CF2O, DFT wB97M-V/def2-TZVPD
C 0.292 0.143 0.133
O 0.786 -0.862 -0.027
F -1.776 -0.473 0.012
F 0.271 1.367 -0.050
```

Quick look at the natural (NBO) charges, all values in e: 0.761, -0.476, -0.014, -0.271

---

[2]
Below is a structure of composition CF3MgNO3S3Zn, with properties calculated with wB97M-V/def2-TZVPD.

Calculated values
**Gap between HOMO and LUMO (alpha / beta)**: 5.071 / 4.497 eV
**Highest occupied orbital energy (alpha / beta)**: -7.4 / -6.9 eV
**LUMO energy (alpha / beta)**: -2.4 / -2.4 eV
**Charge**: 0
**2S+1**: 1
**Relative energy (zero: lowest compared OMol25 entry of this formula, charge and spin)**: 9.7 kcal per mole

Geometry as XYZ:
```
13
CF3MgNO3S3Zn, DFT wB97M-V/def2-TZVPD
Zn 2.054 -0.365 1.295
N 0.149 1.175 -0.584
S 0.468 2.112 0.840
O 2.048 1.605 1.019
S -0.335 -0.359 -0.274
O 0.220 -0.812 1.090
O 0.506 -1.906 -1.692
C -2.159 -0.244 0.117
F -2.411 0.565 1.128
F -2.779 0.194 -0.968
F -2.594 -1.462 0.407
Mg 2.159 1.235 -0.934
S 2.676 -1.738 -1.445
```

Here are the natural (NBO) charges for atoms 1 to 5, given in e: 1.408, -1.285, 0.621, -1.280, 1.483

---

[3]
Below is a cluster of 2 separate species, CF3N2O3 in total, with properties calculated with wB97M-V/def2-TZVPD.

Calculated values
**Gap between HOMO and LUMO**: 9.188 eV
**Highest occupied orbital energy**: -5.9 eV
**LUMO energy**: 3.3 eV
**Charge**: -1
**2S+1**: 1
**Relative energy (zero: lowest compared OMol25 entry of this formula, charge and spin)**: 0.0 kcal per mole

Geometry as XYZ:
```
9
CF3N2O3, DFT wB97M-V/def2-TZVPD
C 1.548 0.046 0.222
N -1.860 0.320 0.412
N -2.114 -0.208 -0.595
O -2.171 1.015 1.322
O -1.892 -0.956 -1.487
O 0.712 0.238 1.058
F 2.150 -1.291 0.216
F 1.012 -0.030 -1.171
F 2.616 0.867 0.023
```

Here are the natural (NBO) charges for atoms 1 to 5, given in e: 1.132, 0.395, 0.333, -0.375, -0.365

---

[4]
Below is a structure of composition CF3NNaO4S3Zn, with properties calculated with wB97M-V/def2-TZVPD.

Calculated values
**Gap between HOMO and LUMO**: 5.257 eV
**Highest occupied orbital energy**: -3.2 eV
**LUMO energy**: 2.1 eV
**Charge**: -1
**2S+1**: 1
**Relative energy (zero: lowest compared OMol25 entry of this formula, charge and spin)**: 34.8 kcal per mole

Geometry as XYZ:
```
14
CF3NNaO4S3Zn, DFT wB97M-V/def2-TZVPD
Na -5.216 5.209 2.962
N -3.667 6.481 1.697
S -2.582 5.695 1.121
O -2.724 4.285 0.575
C -1.750 6.555 -0.328
F -1.252 7.717 0.072
F -2.694 6.776 -1.239
F -0.783 5.818 -0.850
Zn -3.135 3.017 1.979
S -4.697 2.638 3.961
O -4.933 3.159 2.297
S -1.604 4.623 3.650
O -1.500 3.136 3.048
O -1.231 5.601 2.111
```

Here are the natural (NBO) charges for atoms 1 to 5, given in e: 0.918, -1.233, 1.975, -1.104, 0.745

---

[5]
Below is a cluster of 2 separate species, CF3NOS in total, with properties calculated with wB97M-V/def2-TZVPD.

Calculated values
**Gap between HOMO and LUMO**: 10.287 eV
**Highest occupied orbital energy**: -11.3 eV
**LUMO energy**: -1.0 eV
**Charge**: 0
**2S+1**: 1
**Relative energy (zero: lowest compared OMol25 entry of this formula, charge and spin)**: 44.8 kcal per mole

Geometry as XYZ:
```
7
CF3NOS, DFT wB97M-V/def2-TZVPD
C -0.404 -0.631 0.765
N -0.161 1.226 0.094
O 0.056 -1.604 0.369
F -1.305 -0.383 1.617
F -0.226 0.023 -2.131
F 1.887 0.667 -1.572
S 0.244 1.347 -1.310
```

Here are the natural (NBO) charges for atoms 1 to 5, given in e: 1.077, -0.956, -0.433, -0.250, -0.501

---

[6]
Below is a cluster of 2 separate species, CF3O3S in total, with properties calculated with wB97M-V/def2-TZVPD.

Calculated values
**Gap between HOMO and LUMO (alpha / beta)**: 7.716 / 7.716 eV
**Highest occupied orbital energy (alpha / beta)**: -4.6 / -4.6 eV
**LUMO energy (alpha / beta)**: 3.1 / 3.1 eV
**Charge**: -1
**2S+1**: 1
**Relative energy (zero: lowest compared OMol25 entry of this formula, charge and spin)**: 70.9 kcal per mole

Geometry as XYZ:
```
8
CF3O3S, DFT wB97M-V/def2-TZVPD
C -0.800 -0.905 -0.533
O 1.568 0.206 1.802
O -0.099 1.760 0.853
O 2.052 1.361 -0.300
F -1.292 -0.017 -1.460
F -0.494 -2.063 -1.230
F -2.040 -1.257 0.196
S 1.105 0.915 0.672
```

Here are the natural (NBO) charges for atoms 1 to 5, given in e: 0.593, -0.902, -0.897, -0.901, -0.397

---

[7]
Below is a structure of composition CFNO5RhS2, with properties calculated with wB97M-V/def2-TZVPD.

Calculated values
**Gap between HOMO and LUMO (alpha / beta)**: 6.865 / 5.967 eV
**Expectation value of S²**: 8.766
**Highest occupied orbital energy (alpha / beta)**: -7.0 / -10.8 eV
**LUMO energy (alpha / beta)**: -0.2 / -4.8 eV
**Charge**: 0
**2S+1**: 6

Geometry as XYZ:
```
11
CFNO5RhS2, DFT wB97M-V/def2-TZVPD
Rh 0.535 -1.269 1.468
N 0.603 0.573 0.499
S 1.721 -0.019 -0.707
O 2.974 0.798 -0.551
O 1.899 -1.395 0.013
S -0.350 1.757 0.027
O -1.611 1.657 0.815
F 0.419 3.119 0.789
O -3.074 -1.624 -1.338
C -2.069 -1.695 -0.770
O -1.049 -1.902 -0.246
```

Here are the natural (NBO) charges for atoms 1 to 5, given in e: 0.803, -1.146, 1.749, -0.733, -0.921

---

[8]
Below is a cluster of 3 separate species, CH10N2O2 in total, with properties calculated with wB97M-V/def2-TZVPD.

Calculated values
**Gap between HOMO and LUMO**: 9.848 eV
**Highest occupied orbital energy**: -9.2 eV
**LUMO energy**: 0.6 eV
**Charge**: 0
**2S+1**: 1
**SMILES**: NCN.O.O
**Relative energy (zero: lowest compared OMol25 entry of this formula, charge and spin)**: 9.8 kcal per mole

Geometry as XYZ:
```
15
CH10N2O2, DFT wB97M-V/def2-TZVPD
N 0.268 -1.371 -2.518
C -0.528 -0.781 -1.437
N 0.186 -0.054 -0.381
H 0.677 -2.251 -2.222
H 1.062 -0.774 -2.726
H -1.096 -1.584 -0.978
H -1.213 -0.059 -1.887
H 0.871 -0.690 0.030
H 0.743 0.694 -0.780
H 3.203 -0.059 2.000
H 3.365 -0.569 3.425
O 2.711 -0.472 2.719
H -3.129 2.984 0.939
H -3.466 2.047 2.065
O -3.653 2.939 1.751
```

Here are the natural (NBO) charges for atoms 1 to 5, given in e: -0.840, -0.061, -0.833, 0.349, 0.345

---

no.,E_tot (Ha)
1,-312.84572
2,-3791.93660
3,-672.84734
4,-3829.63187
5,-865.78103
6,-961.61471
7,-1475.61515
8,-304.06713